Entry 1:
{
  "formula": "C8H20N6S",
  "method": "ωB97M-V/def2-TZVPD",
  "elements": ["H", "N", "C", "N", "N", "C", "C", "C", "S", "C", "C", "C", "N", "C", "N", "N", "H", "H", "H", "H", "H", "H", "H", "H", "H", "H", "H", "H", "H", "H", "H", "H", "H", "H", "H"],
  "positions_angstrom": [[4.56, 5.25, 2.39], [4.34, 4.69, 1.56], [3.26, 4.01, 1.85], [2.36, 4.18, 2.89], [2.87, 2.93, 1.01], [1.60, 3.00, 0.19], [1.41, 1.61, -0.41], [0.03, 1.35, -0.98], [-1.15, 0.93, 0.38], [-0.68, -0.77, 0.66], [-1.02, -1.73, -0.46], [-2.51, -2.05, -0.56], [-2.75, -3.15, -1.49], [-2.54, -4.48, -1.11], [-2.84, -5.32, -2.19], [-2.14, -4.77, 0.07], [-2.11, -5.78, 0.15], [2.31, 5.11, 3.34], [1.82, 3.40, 3.16], [3.69, 2.79, 0.36], [0.70, 3.34, 0.75], [1.69, 3.77, -0.61], [2.19, 1.44, -1.16], [1.57, 0.84, 0.32], [-0.47, 2.22, -1.48], [0.10, 0.51, -1.70], [0.42, -0.69, 0.90], [-1.13, -1.04, 1.66], [-0.78, -1.21, -1.43], [-0.41, -2.63, -0.32], [-3.02, -1.13, -0.89], [-2.89, -2.36, 0.41], [-3.49, -3.00, -2.18], [-2.38, -4.97, -3.03], [-2.61, -6.29, -2.03]],
  "total_energy_ev": -28396.427,
  "homo_lumo_gap_ev": 9.4,
  "de_lowest_kcal_mol": 16.7,
  "smiles": "[H]/N=C(\\N)NCCCSCCCN/C(N)=N/[H]"
}


Entry 2:
{
  "formula": "C8H20O2",
  "method": "ωB97M-V/def2-TZVPD",
  "elements": ["C", "C", "C", "O", "C", "H", "H", "H", "H", "H", "H", "H", "H", "H", "H", "C", "C", "C", "O", "C", "H", "H", "H", "H", "H", "H", "H", "H", "H", "H"],
  "positions_angstrom": [[-2.44, 5.01, -3.59], [-1.76, 4.03, -2.63], [-2.37, 2.71, -2.85], [-1.69, 1.70, -2.14], [-2.15, 0.39, -2.27], [-2.36, 6.02, -3.17], [-3.51, 4.77, -3.72], [-1.95, 4.99, -4.58], [-0.66, 4.01, -2.65], [-2.07, 4.40, -1.63], [-3.47, 2.66, -2.71], [-2.15, 2.40, -3.89], [-1.66, -0.30, -1.57], [-2.07, -0.01, -3.30], [-3.22, 0.45, -2.01], [0.86, -4.00, 1.40], [1.08, -3.49, 2.83], [2.60, -2.95, 2.97], [2.76, -2.35, 4.25], [3.90, -1.44, 4.12], [1.45, -4.93, 1.25], [1.13, -3.28, 0.61], [-0.21, -4.24, 1.30], [0.38, -2.66, 3.05], [0.88, -4.30, 3.56], [3.35, -3.77, 2.92], [2.77, -2.28, 2.11], [3.59, -0.55, 3.54], [4.81, -1.86, 3.65], [4.15, -1.12, 5.15]],
  "total_energy_ev": -12713.492,
  "homo_lumo_gap_ev": 10.5,
  "de_lowest_kcal_mol": 57.5,
  "smiles": "CCCOC.CCCOC"
}


Entry 3:
{
  "formula": "C8H20O2PS",
  "method": "ωB97M-V/def2-TZVPD",
  "elements": ["C", "C", "C", "C", "C", "C", "C", "C", "O", "O", "P", "S", "H", "H", "H", "H", "H", "H", "H", "H", "H", "H", "H", "H", "H", "H", "H", "H", "H", "H", "H", "H"],
  "positions_angstrom": [[-0.80, 2.88, 0.29], [0.19, -0.03, 2.68], [-2.03, -0.90, -2.20], [3.17, 0.06, 0.21], [-1.23, 1.75, -0.70], [-1.05, -0.32, 1.86], [-2.21, -1.10, -0.67], [2.88, -2.06, -1.61], [1.64, -2.08, 0.74], [0.51, -0.19, -0.47], [-0.94, 0.10, 0.08], [2.11, -1.26, -0.33], [-0.38, 2.57, 1.25], [0.11, 3.43, -0.15], [-1.49, 3.68, 0.53], [0.18, 0.96, 3.17], [0.20, -0.80, 3.34], [1.06, -0.06, 2.10], [-1.08, -0.50, -2.50], [-2.15, -1.91, -2.80], [-2.98, -0.36, -2.64], [3.45, 0.73, -0.67], [2.79, 0.78, 0.84], [3.95, -0.34, 0.73], [-0.78, 1.65, -1.67], [-2.35, 1.88, -0.88], [-1.99, 0.10, 2.34], [-1.06, -1.33, 1.75], [-2.05, -2.12, -0.27], [-3.10, -0.74, -0.19], [2.26, -3.04, -1.84], [3.17, -1.40, -2.32]],
  "total_energy_ev": -32829.368,
  "total_charge": 1,
  "homo_lumo_gap_ev": 9.6,
  "de_lowest_kcal_mol": 62.9
}


Entry 4:
{
  "formula": "C8H21B2O3",
  "method": "ωB97M-V/def2-TZVPD",
  "elements": ["C", "O", "B", "O", "B", "O", "C", "C", "C", "C", "C", "C", "C", "H", "H", "H", "H", "H", "H", "H", "H", "H", "H", "H", "H", "H", "H", "H", "H", "H", "H", "H", "H", "H"],
  "positions_angstrom": [[5.93, -0.57, 0.23], [4.59, -0.56, 0.87], [3.70, 0.08, -0.13], [4.16, 1.22, -1.01], [2.16, -0.45, -0.39], [1.30, -0.49, 0.81], [0.53, 0.75, 0.98], [-1.11, 0.55, 0.75], [-1.72, 2.11, 0.77], [-1.49, -0.22, -0.64], [-2.98, -0.93, -0.65], [-3.19, -2.02, 0.59], [-4.23, 0.14, -0.79], [6.70, -1.28, 0.78], [6.37, 0.53, 0.26], [5.90, -0.90, -0.90], [3.73, 1.00, -1.91], [1.59, 0.24, -1.19], [2.20, -1.54, -0.82], [0.90, 1.66, 0.33], [0.65, 1.11, 2.11], [-1.59, 0.04, 1.72], [-2.88, 2.15, 0.59], [-1.08, 2.69, -0.02], [-1.53, 2.62, 1.82], [-1.40, 0.59, -1.52], [-0.73, -1.08, -0.94], [-3.01, -1.59, -1.64], [-2.18, -2.61, 0.77], [-3.99, -2.80, 0.18], [-3.62, -1.51, 1.55], [-3.89, 1.22, -1.13], [-4.95, -0.27, -1.64], [-4.82, 0.11, 0.22]],
  "total_energy_ev": -16130.331,
  "total_charge": -1,
  "homo_lumo_gap_ev": 6.7
}


Entry 5:
{
  "formula": "C8H21Cl6N5O10",
  "method": "ωB97M-V/def2-TZVPD",
  "elements": ["C", "N", "O", "O", "H", "H", "H", "C", "N", "O", "O", "H", "H", "H", "C", "N", "O", "O", "H", "H", "H", "C", "N", "O", "O", "H", "H", "H", "C", "N", "O", "O", "H", "H", "H", "Cl", "C", "Cl", "H", "H", "Cl", "C", "Cl", "H", "H", "Cl", "C", "Cl", "H", "H"],
  "positions_angstrom": [[-0.79, 0.06, -8.01], [-1.46, 0.10, -9.39], [-2.68, -0.04, -9.51], [-0.76, 0.24, -10.36], [0.09, 0.69, -7.92], [-0.53, -0.97, -7.78], [-1.52, 0.48, -7.32], [2.14, -2.96, 8.43], [1.67, -3.85, 7.35], [2.51, -4.46, 6.68], [0.49, -3.83, 7.07], [2.84, -3.50, 9.06], [1.28, -2.67, 9.03], [2.66, -2.09, 8.03], [1.22, -1.45, 0.59], [0.41, -1.08, -0.65], [-0.26, -0.10, -0.68], [0.51, -1.79, -1.64], [0.76, -2.32, 1.05], [1.29, -0.55, 1.21], [2.22, -1.80, 0.32], [-4.49, 5.48, -2.66], [-4.79, 4.90, -1.33], [-4.07, 5.15, -0.37], [-5.84, 4.25, -1.28], [-4.33, 6.55, -2.52], [-5.32, 5.38, -3.36], [-3.58, 5.00, -3.03], [6.31, -1.34, -4.67], [6.35, -0.07, -3.86], [5.43, 0.19, -3.11], [7.37, 0.65, -3.97], [5.93, -2.02, -3.92], [7.34, -1.60, -4.94], [5.57, -1.24, -5.47], [3.05, 8.39, 3.20], [1.88, 7.06, 3.34], [2.22, 5.81, 2.05], [2.00, 6.60, 4.32], [0.87, 7.47, 3.31], [-2.34, -6.90, 0.46], [-2.92, -7.42, 2.03], [-4.16, -6.23, 2.57], [-3.34, -8.42, 1.89], [-2.09, -7.49, 2.72], [-2.47, 1.28, 5.05], [-3.82, 0.20, 4.47], [-5.31, 0.60, 5.46], [-3.98, 0.51, 3.44], [-3.59, -0.85, 4.63]],
  "total_energy_ev": -111681.075,
  "homo_lumo_gap_ev": 10.8,
  "de_lowest_kcal_mol": 35.2,
  "smiles": "C[N+](=O)[O-].C[N+](=O)[O-].C[N+](=O)[O-].C[N+](=O)[O-].C[N+](=O)[O-].ClCCl.ClCCl.ClCCl"
}


Entry 6:
{
  "formula": "C8H21ClCoNO4",
  "method": "ωB97M-V/def2-TZVPD",
  "elements": ["Co", "Cl", "C", "C", "O", "O", "H", "H", "H", "H", "H", "H", "C", "O", "C", "C", "N", "C", "C", "O", "C", "H", "H", "H", "H", "H", "H", "H", "H", "H", "H", "H", "H", "H", "H", "H"],
  "positions_angstrom": [[-0.47, -0.11, -0.62], [-1.31, 0.22, -2.87], [-0.37, -1.67, 1.97], [-1.19, -2.57, 0.95], [-1.66, -1.74, -0.10], [0.36, -0.62, 1.37], [0.25, -2.33, 2.57], [-0.91, -1.04, 2.68], [-1.96, -3.09, 1.51], [-0.53, -3.38, 0.62], [-2.46, -2.18, -0.41], [0.83, -0.17, 2.08], [1.67, -2.23, -1.85], [1.48, -0.99, -1.18], [2.59, -0.09, -1.35], [2.34, 1.14, -0.51], [0.90, 1.56, -0.65], [0.38, 2.41, 0.44], [-1.18, 2.54, 0.37], [-1.64, 1.26, 0.43], [-3.07, 1.13, 0.81], [1.65, -2.10, -2.93], [0.76, -2.80, -1.64], [2.57, -2.71, -1.47], [2.76, 0.19, -2.39], [3.54, -0.54, -1.09], [2.94, 1.98, -0.87], [2.58, 0.81, 0.50], [0.97, 2.25, -1.39], [0.81, 3.41, 0.38], [0.68, 2.03, 1.41], [-1.44, 2.93, -0.62], [-1.66, 3.12, 1.15], [-3.29, 0.07, 0.66], [-3.73, 1.76, 0.22], [-3.18, 1.48, 1.83]],
  "total_energy_ev": -68459.589,
  "total_charge": 1,
  "spin_multiplicity": 4,
  "homo_lumo_gap_ev": [9.3, 8.9],
  "de_lowest_kcal_mol": 0.0
}


Entry 7:
{
  "formula": "C8H21ClIOP2Tc",
  "method": "ωB97M-V/def2-TZVPD",
  "elements": ["C", "I", "H", "H", "H", "Tc", "P", "C", "C", "H", "H", "H", "H", "H", "H", "C", "H", "H", "H", "P", "C", "C", "H", "H", "H", "C", "H", "H", "H", "H", "H", "H", "Cl", "O", "C"],
  "positions_angstrom": [[0.48, -4.17, -2.36], [0.20, -2.03, -1.99], [0.14, -4.79, -1.53], [1.54, -4.31, -2.54], [-0.08, -4.41, -3.26], [-0.20, -0.27, 0.28], [1.93, -0.71, 1.05], [3.29, -0.25, -0.06], [2.29, 0.27, 2.55], [3.24, -0.07, 2.99], [3.21, -2.52, 2.03], [1.48, 0.14, 3.28], [1.44, -2.77, 2.24], [3.19, 0.83, -0.27], [2.38, 1.32, 2.27], [2.23, -2.45, 1.55], [4.27, -0.44, 0.40], [2.22, -3.09, 0.66], [3.20, -0.82, -0.99], [-2.13, 0.19, -0.81], [-1.96, 0.92, -2.46], [-3.20, -1.26, -0.97], [-3.14, 1.15, 1.17], [-4.04, 1.51, -0.35], [-2.54, 2.40, 0.04], [-3.06, 1.44, 0.11], [-3.32, -1.76, -0.01], [-4.17, -0.91, -1.34], [-2.96, 1.15, -2.85], [-1.42, 0.23, -3.12], [-2.77, -1.97, -1.69], [-1.38, 1.85, -2.35], [-1.19, -1.02, 2.18], [0.45, 2.75, 0.45], [0.17, 1.61, 0.40]],
  "total_energy_ev": -52052.239,
  "total_charge": 3,
  "spin_multiplicity": 4,
  "homo_lumo_gap_ev": [6.4, 5.8]
}